Computed, not measured: C42H63CoF6N2P3Si as an isolated structure at a distorted geometry, with ωB97M-V/def2-TZVPD.

Element x y z (Å)
1 Co 0.11296 1.05621 -0.26398
2 C 1.68046 2.80383 2.83182
3 Si 0.76482 1.34828 2.05406
4 C -1.02469 1.37837 2.71970
5 C -1.26450 2.16500 3.84875
6 C -2.54926 2.36309 4.32906
7 C -3.62918 1.79422 3.67172
8 C -3.41813 1.01466 2.54520
9 C -2.12925 0.80258 2.05961
10 P -1.76151 -0.26570 0.63127
11 C -2.11673 -1.98408 1.23814
12 C -3.43278 -2.19451 1.98967
13 C -3.70457 -3.70889 2.04834
14 C -2.40357 -4.51350 2.22059
15 C -1.36447 -3.68511 2.97230
16 C -0.96648 -2.43776 2.15858
17 C -3.04189 0.08049 -0.72576
18 C -4.50901 -0.34572 -0.60318
19 C -5.39885 0.20127 -1.73604
20 C -5.15973 -0.38986 -3.13668
21 C -4.10445 0.31286 -3.94349
22 C -2.45438 -0.45477 -2.00529
23 C 1.76841 -0.24369 2.34690
24 C 1.99834 -0.60196 3.67519
25 C 2.79045 -1.69273 3.99530
26 C 3.36505 -2.44084 2.97856
27 C 3.14205 -2.09939 1.65461
28 C 2.35084 -0.99870 1.31992
29 P 2.02741 -0.56538 -0.42726
30 C 2.16041 -2.19903 -1.31491
31 C 2.25756 -2.04775 -2.83832
32 C 1.61688 -3.22318 -3.58034
33 C 1.95043 -4.52334 -2.85297
34 C 1.26714 -4.55282 -1.47432
35 C 1.01710 -3.13774 -0.92476
36 C 3.49682 0.34976 -1.11765
37 C 4.87804 -0.23133 -0.77254
38 C 5.46308 0.21674 0.57240
39 C 5.23541 1.71395 0.86460
40 C 4.73480 2.46103 -0.36812
41 C 3.40134 1.86183 -0.80907
42 H 1.86724 2.61196 3.89103
43 H 1.08774 3.71575 2.74307
44 H 2.64674 2.97713 2.35703
45 H -0.43487 2.62719 4.36740
46 H -2.70511 2.97184 5.20978
47 H -4.63527 1.95900 4.03337
48 H -4.27451 0.58665 2.04402
49 H -2.12500 -2.59995 0.32916
50 H -4.28388 -1.69720 1.52938
51 H -3.32405 -1.79358 2.99851
52 H -4.21570 -4.03053 1.13793
53 H -4.38024 -3.90496 2.88170
54 H -1.99681 -4.80053 1.24673
55 H -2.60742 -5.43685 2.76117
56 H -0.47606 -4.28261 3.17578
57 H -1.77735 -3.38899 3.93887
58 H -0.08081 -2.64977 1.55762
59 H -0.70550 -1.62675 2.84553
60 H -2.99857 1.17575 -0.78719
61 H -4.92682 0.03483 0.32756
62 H -4.58161 -1.43612 -0.57770
63 H -5.30906 1.29151 -1.77089
64 H -6.43062 -0.01927 -1.46356
65 H -6.07432 -0.29312 -3.72668
66 H -4.95592 -1.46003 -3.06788
67 H -4.35244 1.33695 -4.20287
68 H -3.74878 -0.24209 -4.80705
69 H -1.37546 -0.44395 -2.06675
70 H -2.83849 -1.42005 -2.32319
71 H 1.55000 -0.02002 4.47407
72 H 2.96313 -1.95331 5.03108
73 H 3.98958 -3.29194 3.21557
74 H 3.60963 -2.70071 0.88624
75 H 3.09485 -2.64811 -0.96909
76 H 3.30463 -1.96279 -3.13517
77 H 1.76394 -1.11977 -3.16415
78 H 1.98857 -3.24168 -4.60462
79 H 0.53296 -3.10246 -3.63369
80 H 3.03527 -4.59745 -2.74095
81 H 1.63167 -5.37758 -3.44877
82 H 1.88892 -5.11030 -0.77161
83 H 0.31154 -5.07579 -1.54096
84 H 0.92621 -3.18123 0.16200
85 H 0.07494 -2.73838 -1.31909
86 H 3.35080 0.22010 -2.19241
87 H 5.55049 0.09259 -1.56958
88 H 4.86153 -1.32298 -0.81634
89 H 6.53170 0.00132 0.54492
90 H 5.04742 -0.37850 1.38376
91 H 6.15544 2.16882 1.22974
92 H 4.48825 1.81828 1.65796
93 H 5.46512 2.40050 -1.17720
94 H 4.60619 3.52127 -0.13524
95 H 3.02483 2.37211 -1.70003
96 H 2.69194 2.00636 0.02130
97 F -0.04462 1.35255 -2.17799
98 P 0.50373 0.80613 -4.27611
99 F -0.64307 1.80540 -4.65311
100 F 1.04422 0.38847 -5.68288
101 F -0.59064 -0.52650 -4.29548
102 F -2.85112 0.50058 -3.10281
103 F 1.64215 1.93690 -4.06263
104 C 1.61681 6.46260 -0.92297
105 C 0.59243 5.41301 -0.67704
106 C -0.78106 5.47790 -0.56370
107 C -1.21243 4.16528 -0.33014
108 N -0.16944 3.33834 -0.28820
109 N 0.91292 4.11964 -0.49402
110 C -2.62157 3.71691 -0.13510
111 H 1.13891 7.43388 -1.01348
112 H 2.16776 6.26028 -1.84242
113 H 2.33221 6.50488 -0.10052
114 H -1.39668 6.35777 -0.64101
115 H 1.82956 3.71379 -0.56543
116 H -3.22185 4.55843 0.20293
117 H -2.67856 2.91648 0.60357
118 H -3.04261 3.37031 -1.08268

Properties
* net charge: +2
* ΔE to the lowest compared entry with this formula, charge and spin: 59.8 kcal per mole
* multiplicity: 6
* Kohn-Sham gap (spin up / spin down): 7.48 / 6.82 eV
* HOMO energy (spin up / spin down): -12.33 / -14.02 eV

Atomic partial charges in e from the Löwdin method, atoms 1 to 8: 0.494, -0.176, 0.687, -0.281, -0.075, -0.035, -0.037, -0.085